The following is a quantum chemistry calculation of a structure of composition C18H20N4O7RuS2 at a distorted geometry, from the Open Molecules 2025 dataset.

HOMO (alpha / beta) (hartree): -0.137 / -0.134
Energy above the lowest of the compared OMol25 structures with the same formula, charge and spin (kcal per mole): 35.8
Net charge: -1
⟨S²⟩: 0.758
Spin multiplicity: 2
Molecular weight (g mol⁻¹): 569.6
Orbital gap (alpha / beta) (eV): 6.4 / 6.3

Atoms and positions in Å:
Ru1 0.202 -0.923 0.016
O1 -1.680 0.159 3.736
C1 -1.562 -0.882 2.908
O2 -2.013 -0.892 1.796
C2 -0.778 -2.063 3.451
O3 -0.024 -2.670 2.436
C3 -0.638 -3.735 1.708
C4 -1.640 -3.287 0.631
O4 -2.768 -3.771 0.651
O5 -1.188 -2.497 -0.284
H1 -1.957 0.907 3.144
H2 -1.495 -2.764 3.896
H3 -0.087 -1.723 4.221
H4 -1.126 -4.431 2.396
H5 0.194 -4.229 1.204
S1 1.671 -2.460 -0.753
C5 2.315 -1.685 -2.198
C6 2.826 -2.418 -3.264
C7 3.349 -1.771 -4.378
C8 3.351 -0.383 -4.441
C9 2.837 0.356 -3.381
C10 2.334 -0.287 -2.257
S2 1.762 0.571 -0.834
H6 2.802 -3.501 -3.217
H7 3.743 -2.355 -5.202
H8 3.743 0.125 -5.315
H9 2.821 1.440 -3.420
C11 2.853 2.841 2.001
N1 1.617 2.220 2.469
C12 0.673 2.977 3.289
C13 1.345 0.996 2.105
N2 1.139 -0.103 1.793
H10 3.578 2.922 2.814
H11 2.625 3.836 1.619
H12 3.263 2.240 1.192
H13 0.916 2.886 4.350
H14 -0.335 2.625 3.094
H15 0.738 4.025 2.996
C14 -2.669 0.524 -3.391
N3 -2.452 1.098 -2.070
C15 -3.322 1.987 -1.505
C16 -3.204 2.375 -0.225
C17 -2.132 1.813 0.591
O6 -2.018 2.134 1.793
N4 -1.267 0.976 -0.028
C18 -1.459 0.568 -1.279
O7 -0.717 -0.334 -1.751
H16 -3.279 1.214 -3.972
H17 -3.169 -0.443 -3.318
H18 -1.711 0.374 -3.880
H19 -4.102 2.352 -2.161
H20 -3.901 3.065 0.222